{"formula": "C4H7BrN", "method": "ωB97M-V/def2-TZVPD", "lumo_ha": -0.318, "spin_multiplicity": 1, "de_lowest_kj_mol": 306.8, "smiles": "CCCC#[N+]Br", "orbital_gap_ev": 7.062, "largest_force_ev_per_a": 5.62, "total_charge": 1, "total_energy_ev": -75782.6650, "elements": ["C", "C", "C", "C", "N", "Br", "H", "H", "H", "H", "H", "H", "H"], "positions_angstrom": [[-1.2666, -0.9615, -0.0138], [1.0392, 1.1472, 0.4764], [0.0967, -1.1636, -0.0426], [0.6453, 0.0850, -0.5082], [-2.3918, -0.6783, 0.1454], [-4.2186, 0.5465, -0.2001], [1.9278, 0.8501, 1.0378], [1.3249, 2.1494, 0.0022], [0.3700, 1.3055, 1.2706], [0.5394, -1.5624, 0.8757], [0.2870, -2.0347, -0.6684], [1.5225, -0.2368, -0.9192], [0.1243, 0.5536, -1.4559]], "nbo_charge": [0.614, -0.624, -0.570, -0.410, -0.347, 0.550, 0.228, 0.251, 0.213, 0.313, 0.304, 0.245, 0.233]}